Computed, not measured: C28H52P2Tc as an isolated structure, with ωB97M-V/def2-TZVPD.

Output
frontier orbital gap (alpha / beta): 6.04 / 5.81 eV
strongest force on any atom: 0.061 hartree/bohr
total charge: +2
multiplicity: 4
expectation value of S²: 3.877
energy relative to the best compared isomer or geometry (same formula, charge and spin): 8.4100 eV

Geometry as XYZ:
```
83
Properties=species:S:1:pos:R:3:forces:R:3
Tc 0.032861 -0.049886 -0.133527 -0.0247 2.0137 2.1758
C 0.229089 2.666907 0.045264 -0.8733 -0.7374 -1.5129
C -0.647087 1.967686 -0.969360 0.3000 0.7899 1.8697
C -1.939044 3.275509 0.571961 0.8325 -0.5206 0.1423
C -0.570464 3.411581 0.936179 -1.1498 0.0898 -0.4261
C -2.025657 2.421228 -0.537173 0.2353 0.9367 0.1862
C 1.663256 3.026202 -0.108730 1.1219 -0.0499 -0.0664
H 2.223388 2.481297 -0.875253 -0.3844 0.2314 0.2487
H 2.225676 2.872648 0.834450 -0.2643 0.3135 -0.3771
H 1.760760 4.085244 -0.416766 -0.1293 -0.3052 0.3974
C -0.094720 4.424617 1.910608 0.2004 0.1322 0.1338
H 0.994522 4.481220 1.936813 -0.1402 0.1057 0.0456
H -0.445744 4.211175 2.922301 -0.0034 0.0233 -0.0196
H -0.496227 5.415287 1.654675 0.1053 -0.2004 -0.0319
C -3.040292 4.015250 1.248835 -0.4278 -0.0021 0.0759
H -2.901437 5.099188 1.128089 -0.1099 -0.2277 -0.0287
H -3.076327 3.825182 2.332344 0.1076 -0.0011 -0.2989
H -4.017837 3.733805 0.839807 0.2115 0.2113 0.0996
C -3.274243 2.362095 -1.354326 -0.2881 -0.5465 -0.1345
H -3.527279 3.372852 -1.738758 0.1616 -0.5255 0.1738
H -4.140355 2.031177 -0.747546 0.3636 0.2614 -0.2581
H -3.188587 1.674951 -2.208213 -0.0231 0.2997 0.2041
C -0.403336 2.335528 -2.421614 -0.2511 0.1706 -0.2490
H -0.745345 3.376385 -2.582620 0.2013 -0.3701 0.0030
H -0.999090 1.705574 -3.091249 0.3136 0.0447 -0.0616
H 0.652550 2.307268 -2.694214 -0.1192 -0.1172 -0.1564
C 2.596983 -3.357014 -0.184086 1.0903 -2.7212 1.1022
C 3.122627 -2.257069 -0.938323 0.9432 -0.4707 -0.8111
C 3.291717 -2.493714 -2.472473 0.3555 0.2899 0.5844
C 2.030252 -2.627224 -3.331544 0.2098 0.0585 0.1935
C 0.764527 -2.277208 -2.585511 -0.3384 -0.9024 -0.8863
C 0.138325 -3.162837 -1.788265 -0.0384 -0.4098 -2.1070
C 0.683501 -4.504983 -1.449729 0.6804 -0.8283 0.6071
C 2.137144 -4.602995 -0.814773 -0.9210 -1.0597 -0.0769
H 3.858039 -3.434413 -2.562244 0.1509 0.5958 0.1157
H 1.985150 -3.662154 -3.731342 -0.2744 0.5624 0.2747
H 3.882607 -1.676994 -2.899494 0.2424 -0.2913 0.3263
H 2.829627 -4.971481 -1.601676 -0.2419 0.3098 0.4794
H 2.878890 -3.430502 0.872007 -0.0584 0.1297 -0.2861
H 4.117643 -1.983247 -0.528623 -0.3877 0.1006 -0.3929
H 2.107425 -5.390103 -0.028037 -0.0048 0.3750 -0.6945
H -0.014379 -4.981765 -0.747451 0.1572 0.0249 -0.2043
H -0.949575 -3.217728 -1.809349 0.2319 0.8219 0.7713
H 0.671596 -5.125075 -2.362849 -0.0999 0.1346 0.2406
H 2.152195 -1.963521 -4.206139 -0.2778 -0.3244 0.3517
H 0.284636 -1.391208 -2.993962 -0.3463 -0.1008 0.2743
P 2.010957 -1.102372 -0.089659 0.8732 0.3371 -1.6774
P -1.951849 -1.159377 -0.350985 -0.8651 -0.4820 0.8759
C 0.209237 -2.298308 1.062253 0.8155 -0.0445 -0.4223
C -1.266203 -2.439225 0.777901 -1.1113 -1.2347 -0.5405
H 0.474577 -2.048824 2.089469 -0.3481 0.2698 -0.0584
H 0.663180 -3.301152 0.867363 0.0053 1.3374 -0.1583
H -1.485730 -3.406071 0.318323 0.0674 -0.1984 0.2635
H -1.784842 -2.435092 1.739712 -0.3771 0.1234 -0.3463
C -3.635328 -0.989554 0.315415 -0.1517 0.7204 0.1511
H -4.040642 -0.016681 0.016157 -0.1299 -0.2452 0.1425
H -3.661743 -1.082796 1.403791 -0.0021 0.1198 -0.2191
H -4.265408 -1.779674 -0.122877 0.3094 0.2146 0.0789
C -2.423795 -1.417674 -2.095497 0.4410 -0.3476 -0.1840
H -2.998638 -2.342289 -2.177644 -0.0719 0.0840 -0.1427
H -1.554990 -1.464780 -2.748965 -0.2504 -0.0662 0.0005
H -3.033740 -0.570298 -2.433616 0.0054 -0.1705 0.3940
C 3.071589 -0.664552 1.318193 0.4420 0.1159 0.8632
H 3.291464 0.406017 1.356508 -0.1210 -0.0628 -0.2045
H 4.042738 -1.188357 1.284568 -0.4794 0.1487 -0.2139
H 2.625433 -0.914458 2.286638 -0.0916 -0.0846 -0.3312
C 2.260627 0.157950 -1.474103 -0.0981 0.6879 -0.4961
H 1.538309 0.987866 -1.538082 0.3893 -0.1149 -0.1784
H 2.302521 -0.301348 -2.489571 -0.3018 0.1136 1.1117
H 3.255605 0.565149 -1.288047 -0.1192 0.3679 0.0987
C 0.963643 1.395338 3.187888 0.3794 0.3601 0.2192
C -0.395674 0.743507 3.206560 0.3633 -0.7776 -0.4105
C -1.395234 1.625939 3.953702 -0.2113 -0.1368 0.0388
C -0.971506 0.300552 1.812166 -1.6021 0.8835 0.0444
H 0.947942 2.346618 2.649711 0.1006 -0.2060 0.1362
H 1.723106 0.754136 2.743257 -0.1587 0.1660 0.0362
H 1.278615 1.600519 4.219417 0.0208 0.0304 -0.2322
H -0.296504 -0.181023 3.797401 0.0468 0.1392 -0.1179
H -1.573003 2.567110 3.421875 -0.0623 -0.2453 0.0779
H -2.352302 1.112091 4.114129 0.1469 0.1777 -0.1375
H -0.996109 1.872292 4.944515 -0.0558 -0.0360 -0.1511
H -1.671344 1.097785 1.480857 0.5542 -0.1102 0.0886
H -1.722920 -0.447700 2.123166 0.6100 -0.1492 -0.3961
```
Positions in Å, forces in eV/Å.